No. 1
# C17H26BF9O10PSSi

3 unconnected molecules or ions with the total composition C17H26BF9O10PSSi (ωB97M-V with the def2-TZVPD basis set, the Open Molecules 2025 dataset).

Last column: natural (NBO) charge in e.
Geometry (Å):
C -3.1649 -3.0866 1.8733  -0.933
P -2.8114 -2.6716 0.1296  0.705
C -3.9659 -3.6637 -0.9178  -0.925
C -3.2071 -0.8666 -0.1086  -0.181
O -3.9864 -0.2414 0.8744  -0.714
B -3.0146 0.6014 1.6423  0.167
Si -3.6704 1.9142 2.9940  1.340
C -5.1992 1.1448 3.8416  -1.076
C -4.1544 3.5964 2.2687  -1.083
C -2.3516 2.1175 4.3426  -1.077
O -2.1381 1.1200 0.5245  -0.689
C -1.8321 -0.0503 -0.0663  -0.150
S -1.2411 0.1557 -1.7855  2.067
O -1.4477 1.4878 -2.2720  -0.902
O -1.8245 -0.8853 -2.5931  -0.931
C 0.5819 -0.2980 -1.8214  0.390
F 0.7871 -0.8536 -3.0409  -0.310
F 0.7861 -1.2582 -0.8809  -0.310
C 1.6458 0.8287 -1.6476  0.583
F 2.7389 0.4342 -2.3531  -0.313
F 1.2416 1.9935 -2.1556  -0.281
C 2.1922 1.0759 -0.2098  0.552
F 2.9039 0.0120 0.2271  -0.294
F 3.0607 2.1180 -0.3504  -0.316
C 1.1639 1.5082 0.8726  0.926
F 1.8368 2.2046 1.8197  -0.315
F 0.6379 0.4234 1.4562  -0.288
F 0.2223 2.2894 0.3482  -0.273
H -4.2204 -3.0835 2.1305  0.215
H -2.6362 -2.4191 2.5351  0.258
H -2.8011 -4.0931 2.0478  0.218
H -3.3984 -4.0956 -1.7257  0.228
H -4.3792 -4.4751 -0.3296  0.221
H -4.7595 -3.0369 -1.3059  0.225
H -3.7640 -0.7567 -1.0343  0.204
H -2.2751 -0.1697 2.2986  -0.145
H -5.2497 0.0885 3.6098  0.235
H -6.0973 1.6187 3.4596  0.220
H -5.1785 1.2576 4.9210  0.212
H -5.0128 3.4852 1.6134  0.227
H -4.4499 4.3085 3.0370  0.209
H -3.3537 4.0256 1.6796  0.229
H -2.0918 1.1259 4.6954  0.229
H -1.4411 2.5510 3.9421  0.221
H -2.6990 2.7221 5.1727  0.212
H -1.1555 -0.7065 0.4835  0.218
C 2.1395 -3.3393 -4.7600  -0.102
C 2.1267 -2.7730 -6.1629  -0.100
O 3.2031 -3.4841 -6.7875  -0.495
C 3.3926 -4.6448 -6.1136  0.967
O 4.0934 -5.5270 -6.4793  -0.579
O 2.6711 -4.6548 -4.9698  -0.489
H 1.1526 -3.3917 -4.3093  0.218
H 2.8071 -2.7906 -4.0941  0.189
H 1.2010 -2.9972 -6.6954  0.185
H 2.3065 -1.7022 -6.1954  0.206
C 6.3083 3.4487 1.1717  -0.100
C 5.5994 2.1174 1.2976  -0.102
O 6.6054 1.2980 1.9097  -0.489
C 7.4712 2.1033 2.5663  0.967
O 8.3178 1.7287 3.3045  -0.575
O 7.2390 3.4038 2.2592  -0.495
H 5.6429 4.3013 1.2747  0.205
H 6.8649 3.5388 0.2369  0.181
H 4.7333 2.1664 1.9588  0.193
H 5.2977 1.7010 0.3454  0.212

Atomic forces in eV per Å
C -0.78 -0.21 -0.21
P 1.64 -0.32 -0.36
C -0.10 0.49 0.63
C -0.82 0.04 0.33
O 0.27 0.00 0.28
B 0.18 -0.36 0.14
Si -0.28 -0.15 -0.22
C 0.36 0.38 -0.10
C -0.17 -0.08 0.45
C -0.24 0.05 -0.44
O 0.54 0.44 0.21
C -1.13 -0.65 -0.40
S -1.82 0.06 -0.60
O 0.69 0.23 0.37
O 0.53 -0.46 0.18
C 0.04 -0.30 0.01
F -0.03 0.26 0.39
F 0.09 0.39 -0.43
C 0.37 -0.48 0.04
F 0.09 0.03 0.02
F -0.10 -0.08 -0.04
C 0.24 0.27 0.04
F -0.39 0.45 -0.19
F -0.17 -0.20 -0.05
C 0.07 -0.04 0.61
F -0.41 -0.29 -0.32
F 0.13 0.71 -0.34
F 0.64 -0.43 0.30
H -0.23 0.22 0.07
H 0.16 0.34 0.07
H 0.18 -0.23 -0.04
H 0.12 -0.03 -0.34
H -0.22 -0.13 0.12
H -0.30 -0.03 -0.14
H 0.29 -0.12 -0.52
H 0.00 -0.02 0.16
H -0.02 -0.29 -0.07
H -0.28 0.04 -0.05
H -0.05 0.07 0.25
H -0.15 -0.15 -0.21
H 0.04 0.21 0.16
H 0.27 0.10 -0.11
H 0.01 -0.25 0.20
H 0.21 0.19 -0.09
H -0.04 0.14 0.25
H 0.53 0.17 -0.09
C -0.12 0.11 0.14
C -0.09 0.10 0.00
O -0.05 0.04 0.02
C -0.16 0.18 0.11
O 0.20 -0.24 -0.11
O -0.01 0.08 -0.04
H 0.02 -0.16 0.02
H 0.02 -0.01 -0.02
H 0.00 -0.04 0.01
H 0.15 -0.02 -0.07
C -0.06 0.08 -0.09
C -0.04 0.00 0.03
O -0.03 0.10 -0.02
C -0.18 0.04 -0.16
O 0.24 -0.09 0.20
O -0.05 0.02 -0.06
H 0.07 0.04 0.15
H 0.01 -0.04 0.01
H 0.01 0.00 0.02
H 0.11 -0.18 -0.02

Results
F_max   1.91 eV/A
E   -91663.493 eV
HOMO-LUMO gap   6.779 eV
Net charge   -1
Lowest unoccupied orbital energy   0.0759 hartree

No. 2
# C17H26BNO2PS

A gas-phase ion, C17H26BNO2PS (charge +1) (ωB97M-V with the def2-TZVPD basis set, the Open Molecules 2025 dataset).

Last column: natural (NBO) charge in e.
Geometry (Å):
C -1.2533 5.0402 3.6352  -0.596
C -1.8940 3.6850 3.2062  -0.782
B -0.7586 2.6178 2.9375  0.998
O -0.0565 2.1120 3.9956  -0.866
C -0.3937 2.1714 1.4618  -0.347
C 0.1913 0.9275 1.1646  -0.130
C 0.5355 0.4973 -0.0917  0.101
C 1.1371 -0.8722 -0.3187  -0.446
C 0.4157 -1.9971 0.4515  -0.394
C 1.3304 -3.1864 0.7889  -0.394
C 1.2561 -4.3627 -0.1916  -0.432
C -0.1634 -4.7993 -0.5777  -0.064
O -0.2353 -6.2006 -0.7398  -0.532
C -0.5220 -6.8977 0.4576  -0.255
C 0.3129 1.3929 -1.1628  -0.017
C 0.6596 1.1224 -2.5197  -0.159
C 0.4256 2.0521 -3.4767  -0.139
P 0.8624 1.8909 -5.2468  0.829
S 1.3674 3.6374 -5.9384  -0.529
N -0.1639 3.2390 -3.1644  -0.443
C -0.5234 3.5475 -1.9351  0.189
C -0.2876 2.6482 -0.8881  -0.127
C -0.6477 3.0246 0.4203  -0.063
H -0.1690 5.0220 3.5667  0.206
H -1.5992 5.8473 2.9970  0.213
H -1.5596 5.2660 4.6491  0.226
H -2.5158 3.8579 2.3307  0.216
H -2.5523 3.3057 3.9887  0.237
H -0.6578 1.9989 4.7407  0.504
H 0.3838 0.2605 1.9919  0.234
H 1.0022 -1.1034 -1.3694  0.200
H 2.2012 -0.8674 -0.0952  0.232
H -0.4490 -2.2815 -0.1441  0.207
H 0.0092 -1.6201 1.3840  0.203
H 1.1057 -3.5477 1.7899  0.212
H 2.3567 -2.8225 0.8102  0.204
H 1.7153 -5.2184 0.2995  0.223
H 1.8636 -4.1749 -1.0742  0.201
H -0.9222 -4.4348 0.1177  0.161
H -0.3924 -4.3980 -1.5646  0.181
H -1.0599 -7.8026 0.1918  0.199
H 0.3873 -7.1840 0.9881  0.170
H -1.1692 -6.3222 1.1217  0.164
H 1.1137 0.1886 -2.8013  0.247
H -0.2453 1.3290 -5.9016  0.014
H 1.9564 1.0138 -5.2531  0.017
H -0.2948 3.9221 -3.9133  0.464
H -0.9922 4.4959 -1.7356  0.241
H -1.1112 3.9795 0.6171  0.220

Atomic forces in eV per Å
C -0.31 -0.37 -0.11
C 0.30 -0.13 -0.35
B -0.40 0.44 0.19
O -0.37 -0.83 -0.61
C 0.22 0.44 0.17
C 0.21 -0.26 0.27
C 0.12 -0.11 -0.21
C -0.76 -0.05 -0.02
C 0.33 0.21 0.19
C -0.18 -0.03 -0.51
C -0.04 -0.03 0.61
C 0.66 -0.15 -0.68
O -0.49 0.13 0.18
C 0.02 -0.20 -0.13
C 0.06 -0.14 -0.01
C -0.20 0.33 0.18
C 0.00 -0.66 -0.55
P 0.75 1.45 -0.44
S -0.35 -0.14 0.09
N -0.36 0.53 0.34
C 0.23 -0.52 0.19
C -0.22 0.50 -0.10
C 0.06 -0.30 0.18
H 0.15 0.05 0.20
H -0.07 0.10 -0.03
H 0.24 0.20 0.18
H -0.19 -0.15 -0.02
H -0.12 0.09 0.08
H 0.38 0.41 0.40
H 0.04 -0.01 0.16
H 0.41 -0.15 -0.19
H 0.13 0.09 0.05
H -0.10 -0.20 0.04
H -0.03 0.15 0.12
H -0.12 -0.03 0.07
H 0.13 -0.04 0.19
H 0.14 -0.10 0.00
H -0.08 0.06 -0.20
H -0.04 -0.08 0.22
H -0.22 0.14 -0.02
H 0.04 -0.14 -0.08
H 0.09 0.07 0.12
H 0.01 0.14 0.05
H 0.10 -0.09 -0.03
H 0.13 -0.48 0.25
H -0.46 -0.52 0.15
H 0.25 -0.07 -0.16
H -0.03 0.23 -0.23
H -0.04 0.16 -0.18

Results
F_max   1.69 eV/A
E   -44431.128 eV
HOMO-LUMO gap   7.145 eV
Net charge   +1
Lowest unoccupied orbital energy   -0.1623 hartree
SMILES   CCB(O)c1cc(CCCCCOC)c2cc([PH2]=S)[nH+]cc2c1

No. 3
# C17H26BrIN3O4

2 unconnected molecules or ions with the total composition C17H26BrIN3O4 (ωB97M-V with the def2-TZVPD basis set, the Open Molecules 2025 dataset).

Last column: natural (NBO) charge in e.
Geometry (Å):
C 3.7304 4.5713 -0.9876  -0.672
C 4.4524 4.1884 -2.4082  -0.247
Br 4.7874 5.8484 -3.4823  0.029
C 3.6310 3.1236 -3.3448  -0.507
C 2.5001 2.2325 -2.5612  0.007
C 2.8168 1.2721 -1.2699  0.056
N 1.7110 0.4981 -0.5636  -0.501
C 0.2413 0.5193 -0.9404  0.075
C -0.1879 1.4559 -2.2365  0.014
C -1.7639 1.6261 -2.7705  -0.546
C -2.2765 3.0889 -2.1599  0.367
O -1.5660 3.6050 -1.1210  -0.543
I -3.9848 4.2376 -2.9127  0.221
C 0.9254 2.3504 -3.1068  0.241
N 0.5105 3.1904 -4.2941  -0.574
C 0.9272 2.6489 -5.4887  0.903
O 1.3264 1.9199 -6.5664  -0.427
H 4.0277 5.7052 -0.7607  0.260
H 4.1972 3.9414 -0.1133  0.224
H 2.5608 4.5406 -0.9957  0.234
H 5.4938 3.7025 -2.1487  0.235
H 3.1788 3.7407 -4.2585  0.272
H 4.4150 2.3725 -3.8411  0.264
H 3.9303 1.2172 -0.9001  0.278
H 1.9824 -0.0778 0.2725  0.464
H -0.6076 -0.0668 -0.3639  0.301
H -1.6743 1.6717 -3.9542  0.274
H -2.4508 0.7256 -2.4411  0.281
C -1.8646 -2.8831 5.5209  -0.245
O -1.7541 -4.0308 4.6890  -0.555
C -2.9794 -4.3831 4.0353  -0.072
C -2.9067 -4.0653 2.5266  -0.245
N -2.9002 -2.6220 2.2829  -0.619
C -2.5040 -2.2444 0.9188  -0.249
C -1.1078 -2.6861 0.4215  -0.092
O -0.0149 -2.0365 1.0654  -0.581
C 0.3188 -2.5666 2.3347  -0.248
H -0.9702 -2.8330 6.1480  0.198
H -1.9051 -1.9697 4.9237  0.148
H -2.7419 -2.9404 6.1722  0.182
H -3.8513 -3.9133 4.5015  0.184
H -3.0899 -5.4657 4.1471  0.195
H -3.7698 -4.5134 2.0206  0.200
H -2.0013 -4.5415 2.1410  0.164
H -2.2596 -2.1770 2.9299  0.351
H -2.5374 -1.1460 0.8830  0.187
H -3.2661 -2.5997 0.2220  0.204
H -1.0460 -2.3993 -0.6330  0.177
H -0.9829 -3.7768 0.4350  0.186
H 0.1855 -3.6496 2.3881  0.193
H -0.2580 -2.0636 3.1130  0.169
H 1.3726 -2.3428 2.5326  0.185

Atomic forces in eV per Å
C 0.64 1.41 0.09
C -0.04 -1.36 1.31
Br -0.16 -1.16 0.61
C 0.36 -0.53 -0.57
C -2.69 -1.27 1.18
C -3.38 1.34 -2.33
N -1.07 2.12 -2.79
C 2.04 3.34 -3.47
C 2.23 0.11 0.49
C 1.36 0.35 0.04
C 4.48 1.84 5.65
O -4.73 -3.42 -6.92
I 1.33 -1.16 0.41
C 1.42 -3.11 3.56
N 2.79 -4.32 -4.09
C 1.51 -4.36 -1.86
O -3.59 6.84 9.08
H -0.66 -2.58 -0.41
H -1.14 1.03 -1.74
H 2.28 -0.17 -0.10
H -2.03 1.28 -0.70
H 0.55 -1.57 2.23
H -1.75 1.57 1.14
H -2.67 -0.19 -0.53
H -0.47 0.69 -1.20
H 2.47 1.15 -0.99
H -0.51 -0.05 2.60
H 1.38 2.01 -0.60
C 0.30 -0.26 0.02
O -0.53 0.30 0.08
C 0.34 -0.25 -0.68
C -0.11 0.18 0.68
N 0.27 -0.04 -0.36
C 0.31 0.11 0.57
C -0.49 0.09 -0.25
O -0.14 -0.04 -0.41
C 0.37 0.27 0.39
H -0.11 -0.10 -0.12
H -0.16 0.19 0.07
H 0.02 0.05 -0.08
H 0.16 0.15 -0.02
H -0.02 0.07 -0.02
H 0.07 0.06 0.05
H 0.01 -0.23 0.01
H -0.15 -0.09 -0.01
H 0.00 -0.11 -0.06
H 0.06 -0.15 -0.07
H 0.07 0.02 -0.02
H 0.05 0.15 0.19
H -0.12 0.10 -0.01
H -0.02 -0.26 0.12
H -0.11 -0.06 -0.15

Results
F_max   11.93 eV/A
E   -108833.823 eV
HOMO-LUMO gap   6.094 eV
Net charge   +1
Lowest unoccupied orbital energy   -0.1847 hartree

No. 4
# C17H26CoIN6O3

A molecular structure, C17H26CoIN6O3 (ωB97M-V with the def2-TZVPD basis set, the Open Molecules 2025 dataset).

Last column: natural (NBO) charge in e.
Geometry (Å):
Co -0.2424 0.2878 0.5083  1.056
C 2.7685 -0.7319 3.2938  -0.690
C 1.5423 -0.5350 2.4594  0.267
N 1.4634 0.2628 1.4480  -0.225
O 2.5428 1.0285 1.0242  -0.545
C 0.3122 -1.2388 2.7591  0.012
C 0.0715 -2.1134 3.9392  -0.654
N -0.6680 -1.0029 1.9024  -0.034
O -1.7909 -1.5320 2.0964  -0.503
H 3.7002 -0.4966 2.7795  0.218
H 2.8380 -1.7731 3.5987  0.258
H 2.7123 -0.1253 4.1995  0.258
H 3.2516 0.9367 1.6807  0.472
H 0.9916 -2.3588 4.4636  0.214
H -0.4152 -3.0375 3.6251  0.248
H -0.6100 -1.6368 4.6474  0.237
I -0.7662 2.7255 2.4284  0.252
C -0.0290 3.1491 0.5216  0.109
C 0.2424 4.4611 0.1676  -0.269
C 0.7159 4.7094 -1.1078  -0.121
C 0.8964 3.6472 -1.9809  -0.230
C 0.5990 2.3751 -1.5391  0.054
N 0.1461 2.1219 -0.3050  -0.549
H 0.0820 5.2579 0.8780  0.251
H 0.9409 5.7217 -1.4145  0.242
H 1.2638 3.7955 -2.9851  0.242
H 0.7309 1.5171 -2.1821  0.212
N -3.4132 0.3335 -3.6855  -0.785
C -3.3394 0.3433 -2.3303  0.359
C -2.1094 0.2842 -1.6593  -0.051
N -2.0504 0.2888 -0.3321  -0.437
C -3.1952 0.3831 0.3542  -0.040
C -4.3955 0.4542 -0.3315  0.053
N -4.4805 0.4290 -1.6519  -0.411
H -2.6087 0.1579 -4.2576  0.397
H -4.3239 0.2916 -4.1090  0.419
H -1.1738 0.2140 -2.1942  0.201
H -3.1355 0.3629 1.4286  0.242
H -5.3260 0.5303 0.2156  0.216
C 3.0288 -1.5976 -1.1821  -0.639
C 1.8723 -0.7358 -1.6476  -0.066
O 0.6294 -1.0807 -1.0182  -0.613
C 0.0718 -2.3072 -1.5508  -0.056
C -0.7345 -3.0639 -0.5309  -0.639
H 3.9666 -1.1437 -1.5043  0.229
H 3.0038 -2.6104 -1.5786  0.217
H 3.0371 -1.6486 -0.0928  0.213
H 1.7409 -0.7853 -2.7350  0.178
H 2.0675 0.2994 -1.3645  0.196
H 0.9012 -2.9311 -1.8882  0.186
H -0.5206 -2.0510 -2.4374  0.169
H -0.1316 -3.2912 0.3469  0.220
H -1.0520 -4.0088 -0.9743  0.231
H -1.6197 -2.5321 -0.1955  0.233

Atomic forces in eV per Å
Co -0.16 0.25 0.54
C 0.02 -0.01 -0.01
C -0.04 -0.07 -0.03
N -0.11 0.08 -0.19
O 0.05 -0.12 0.19
C 0.06 0.07 -0.07
C 0.03 -0.07 0.03
N 0.24 -0.17 0.03
O -0.12 0.17 -0.16
H -0.03 0.03 -0.06
H 0.00 0.00 0.02
H -0.01 0.01 0.01
H -0.10 0.05 -0.09
H 0.00 0.00 0.02
H 0.00 -0.01 -0.02
H -0.03 0.02 -0.01
I -0.02 -0.03 -0.07
C 0.00 0.11 0.03
C -0.02 -0.04 0.02
C 0.02 0.02 -0.02
C -0.02 -0.03 0.03
C -0.03 0.11 -0.05
N 0.03 -0.25 -0.11
H 0.00 0.01 0.00
H 0.00 0.01 -0.01
H 0.00 0.02 -0.02
H -0.07 0.06 -0.02
N 0.01 0.05 -0.05
C 0.06 -0.03 -0.08
C -0.05 -0.06 0.11
N 0.09 0.10 -0.10
C 0.13 -0.07 -0.03
C -0.04 0.01 0.10
N -0.02 0.02 0.00
H -0.02 -0.02 0.03
H 0.01 -0.01 0.02
H 0.03 -0.02 -0.05
H -0.01 -0.03 0.06
H -0.02 0.00 0.02
C 0.07 0.03 0.02
C 0.03 0.07 0.18
O -0.07 -0.26 -0.12
C 0.18 0.11 -0.15
C -0.04 -0.02 0.04
H 0.01 -0.01 -0.03
H -0.05 -0.03 0.00
H -0.02 0.01 0.00
H 0.06 0.01 0.00
H 0.06 -0.18 -0.01
H -0.01 0.03 -0.01
H -0.04 -0.03 0.05
H 0.05 0.00 0.03
H -0.02 0.01 -0.01
H -0.06 0.11 0.00

Results
Spin multiplicity   2
F_max   0.61 eV/A
E   -78854.215 eV
HOMO-LUMO gap (spin up / spin down)   7.735 / 7.720 eV
Net charge   +1
Lowest unoccupied orbital energy (spin up / spin down)   -0.1007 / -0.1014 hartree
ΔE to the lowest compared entry with this formula, charge and spin   0.000 eV